Entry 1:
The following is a quantum chemistry calculation of a structure of composition C11H14O2S2 in a non-equilibrium geometry, from OMol25.

Structure (XYZ):
```
29
Properties=species:S:1:pos:R:3:forces:R:3
C 0.0612 2.0850 0.9009 -0.1 -0.8 0.5
C 0.3358 3.3599 0.5833 -0.9 1.8 -1.2
C -1.9597 3.5737 -0.3941 -0.6 0.4 -0.5
C -1.2662 1.4629 0.6455 3.5 -1.1 1.0
C -0.7636 4.1418 -0.1357 1.4 0.9 0.1
C -2.2450 2.2343 0.0587 -1.6 1.6 -1.5
C 1.2417 -1.9662 -0.5080 1.6 0.7 -0.2
C 0.9085 -0.7830 0.4756 1.6 1.7 -1.7
C 0.5287 -2.1473 -1.8902 -0.8 0.2 0.4
C -0.5096 -0.8857 1.0970 0.9 -3.0 1.6
C -1.4927 0.1068 0.7215 -2.3 0.9 -0.7
O -0.4260 5.4679 -0.5386 1.6 -3.0 2.7
O -3.3501 1.7446 -0.2081 -0.8 0.5 0.1
S -0.5744 -1.0579 2.9440 1.5 1.6 1.3
S -3.1591 -0.3921 0.3633 0.6 -0.6 0.0
H 0.8380 1.4393 1.3472 -0.6 0.8 -0.1
H 1.3262 3.8807 0.6909 -1.2 -0.8 0.1
H -2.8251 3.9599 -0.9991 1.2 0.2 0.8
H 2.3256 -1.8995 -0.8188 -0.9 0.4 0.6
H 1.2638 -2.8420 0.1354 -0.5 -0.6 -0.3
H 1.8585 -0.6027 1.2089 -2.6 -0.7 -1.4
H 0.8849 0.1789 -0.1804 0.2 -1.7 1.0
H 0.5256 -1.1810 -2.5713 0.1 -2.2 1.4
H 0.9638 -3.0539 -2.3388 0.7 0.8 -0.4
H -0.9520 -1.9687 0.9735 0.9 2.0 -0.5
H -0.9861 5.7290 -1.2166 -1.9 0.7 -1.9
H -0.4750 -2.6051 -1.7789 -0.1 1.2 0.1
H 0.2609 0.0340 3.5114 -1.4 -1.7 -1.4
H -2.9489 -1.7324 0.4700 0.6 0.0 0.3
```
Positions in Å, forces in eV/Å.

Properties
HOMO level = -8.63 eV
Kohn-Sham gap = 0.294 hartree

Entry 2:
The following is a quantum chemistry calculation of a structure of composition C11H14O2Se in a non-equilibrium geometry, from OMol25.

Structure (XYZ):
```
28
Properties=species:S:1:pos:R:3:forces:R:3
C 2.7658 2.0402 0.5128 -1.0 -2.1 0.4
C 2.4643 0.9781 1.3822 0.4 0.0 1.5
C 1.8094 2.3653 -0.3685 -4.2 2.4 -2.9
C 1.2361 0.3517 1.4045 1.0 0.5 -0.5
C 0.5080 1.7041 -0.3862 1.0 0.0 -0.4
C 0.2835 0.6355 0.4485 0.1 0.5 -0.5
C -0.5188 -1.7374 0.4477 -1.9 -0.3 -0.8
C -1.8568 -0.0257 -0.8207 -0.4 1.4 1.1
C -0.6755 -1.5926 -1.8992 -1.1 -4.2 -3.8
C -0.9526 -0.2196 0.4183 -0.4 0.1 -0.5
C -1.7422 0.1493 1.6140 -2.6 -0.7 3.4
O -0.0044 -2.0780 -0.8206 0.4 0.4 -0.3
O -1.1098 -0.3359 -1.9597 -0.6 2.1 0.2
Se 0.6225 -1.5519 -3.4155 -0.5 0.2 -0.4
H 3.7087 2.4420 0.3775 1.8 0.9 0.4
H 3.1504 0.6678 2.1813 0.0 0.3 -0.5
H 1.8584 3.2974 -1.0947 0.4 -2.2 1.5
H 1.0086 -0.3937 2.1200 0.2 -0.6 0.7
H -0.3290 1.8702 -1.0884 1.1 0.6 0.1
H 0.2880 -2.0797 1.0836 -0.2 0.6 0.7
H -1.4226 -2.4005 0.5885 0.6 0.7 0.3
H -2.5739 -0.8167 -0.7082 -1.2 -0.2 0.0
H -2.4313 1.0271 -0.8783 1.7 -2.4 -0.1
H -1.6830 -2.4345 -2.3172 2.6 2.2 1.7
H -2.1768 1.2068 1.7043 1.5 -1.2 -0.3
H -1.0731 -0.1581 2.4659 -0.9 1.0 -0.2
H -2.7222 -0.4434 1.8603 1.7 0.4 -1.0
H 1.5683 -2.4680 -2.8521 0.4 -0.5 0.4
```
Positions in Å, forces in eV/Å.

Properties
HOMO level = -8.54 eV
Kohn-Sham gap = 0.338 hartree